Entry 1:
Formula: C36H108O18
Source: the OMol25 dataset
Level of theory: wB97M-V/def2-TZVPD

Geometry as XYZ:
```
162
Properties=species:S:1:pos:R:3:lowdin_charge:R:1
H 7.137 -1.890 1.490 0.0671
H 4.850 0.813 4.512 0.0689
C -0.641 3.965 5.383 -0.0919
H -1.423 2.497 -3.361 0.0722
H 0.637 2.049 -4.580 0.0996
C 4.580 1.392 -3.022 -0.2064
H -0.546 1.059 -1.572 0.0637
C 0.425 0.240 0.826 -0.0574
H 0.815 -0.603 1.417 0.0632
H -2.130 -0.826 -6.025 0.0710
C 4.017 2.000 -1.742 -0.0781
H -0.210 -0.997 -0.819 0.1250
C -4.127 4.310 -4.822 -0.2767
H 4.198 -2.663 0.676 0.0620
H -1.852 2.504 2.797 0.0723
H -4.173 1.970 0.256 0.0595
O 0.816 1.388 -2.587 -0.1246
C 3.844 0.423 4.559 -0.0703
H 1.236 0.655 0.203 0.0677
H 1.354 3.066 -0.228 0.0569
H -3.648 0.052 -2.361 0.0572
O 6.605 0.905 -0.252 -0.0817
H 4.716 2.140 -3.789 0.1072
H -2.357 -3.734 -1.007 0.0372
O -1.216 0.873 -0.844 -0.1372
H -6.050 1.273 2.127 0.0944
H -4.015 -0.511 1.568 0.0938
H 1.670 0.958 -2.768 0.0606
H 1.990 -6.147 3.812 0.0803
C 0.498 -1.079 6.174 -0.0718
H -0.854 -0.102 -5.090 0.0336
H -0.139 -4.553 2.534 0.0767
H -5.810 -1.340 -0.038 0.0526
C 1.203 -2.103 -4.694 -0.0726
H 2.773 -2.548 4.494 0.0155
H 0.465 -1.343 -4.413 0.0557
H 3.023 2.464 -1.949 0.0641
H -3.365 3.485 -1.482 0.0605
H 1.995 4.696 0.239 0.0874
H 4.688 2.725 -1.335 0.0738
H -3.801 2.217 -4.402 0.0681
H 3.098 0.485 2.569 0.1025
H 1.859 -4.888 5.821 0.1151
H -1.565 -1.937 2.259 0.0926
H 2.449 -2.568 1.086 0.0486
O -3.085 4.230 -5.833 -0.0953
H -0.771 -4.465 -5.648 0.0984
H -0.892 0.652 -7.504 0.1032
H 3.709 -1.165 -2.542 0.0225
H 3.168 -0.696 -0.329 0.0682
H 0.199 -1.269 7.209 0.0928
H -3.087 4.771 -0.259 0.0898
H 2.933 3.229 0.539 0.0693
O -1.581 2.519 3.759 -0.1099
C -1.742 0.098 -5.646 -0.0824
H 5.596 0.147 1.368 0.1030
H 1.574 -0.599 3.692 0.0196
O 3.615 0.382 -3.534 -0.1315
H -0.576 3.384 -2.076 0.0830
H -4.206 0.498 2.959 0.1215
C -4.770 -0.143 2.255 -0.3285
O 0.263 0.454 4.307 -0.1210
C 1.188 3.713 1.873 -0.2988
C -0.489 -3.694 1.941 -0.0617
H 1.976 -1.765 -1.160 0.0981
H 3.856 1.237 -0.981 0.0605
C -4.466 -0.336 -1.768 -0.0640
C -4.655 2.929 -4.554 -0.0860
C 0.649 2.448 -3.568 -0.2729
H -3.028 5.089 -6.240 0.0835
H -4.250 -2.401 -2.053 0.1037
C -1.438 -2.879 2.805 -0.3029
C -0.683 -0.247 -0.105 -0.2513
H -2.598 4.119 4.639 0.1185
C 2.020 -4.297 4.920 -0.3350
C -5.401 -1.305 2.935 -0.0768
C 0.658 -3.081 -5.706 -0.2778
H 3.570 -5.582 4.198 0.0739
C 3.449 -0.269 3.274 -0.2637
C -0.579 3.169 -3.154 -0.0770
O 0.119 -5.455 -2.632 -0.0803
O 3.928 -1.826 -1.879 -0.0760
H -0.941 -2.602 3.748 0.0963
H 8.151 -1.081 0.326 0.0831
H -4.921 4.972 -5.231 0.1243
C -3.605 2.809 0.572 -0.3222
H 1.476 -3.727 -6.014 0.1106
H -0.970 -4.008 1.009 0.0583
H -0.280 1.216 4.019 0.0455
H 3.789 0.029 -4.415 0.0939
H -4.694 4.190 -0.613 0.0737
H 0.113 3.810 1.690 0.0922
H 0.377 3.711 5.058 0.0683
H 3.799 -0.295 5.370 0.0709
H -5.411 -0.293 -2.316 0.0822
H 0.206 -2.587 -6.594 0.1179
C -0.211 0.126 5.633 -0.2805
H 1.402 4.755 3.454 0.0423
C 6.222 -0.213 0.520 -0.3207
C -4.353 -1.743 -1.185 -0.3300
O -2.681 -3.526 3.021 -0.0661
H -1.356 4.572 3.505 0.1091
H 1.557 -0.888 6.065 0.0616
H 2.651 -4.785 2.891 0.0642
O -0.347 -3.857 -5.029 -0.1011
H -0.041 0.967 6.311 0.1064
O 1.624 4.928 2.540 -0.0824
H 1.643 -2.581 -3.823 0.0787
C -0.478 -4.716 -1.570 -0.3480
H 7.410 1.244 0.127 0.0723
C -1.877 -4.335 -1.756 -0.0995
C 3.188 -2.702 0.280 -0.0618
H -0.544 5.031 5.666 0.0944
H -2.558 -4.474 3.081 0.0826
H -4.582 -1.871 3.395 0.0699
C 7.416 -0.926 1.122 -0.0764
H -4.137 3.229 1.473 0.1328
H -1.522 -0.643 0.442 0.0826
H -3.737 4.708 -3.895 0.0966
O -5.443 -2.152 -0.396 -0.0635
O -5.759 0.586 1.501 -0.0994
H 0.364 -3.071 1.685 0.0551
H 1.298 2.854 2.555 0.1030
H 3.164 1.243 4.834 0.0774
O 2.864 -3.199 5.183 -0.0801
C 2.589 -5.220 3.892 -0.0973
H -1.660 2.939 -6.027 0.0300
H -5.802 -1.934 2.147 0.0699
H -2.560 -5.172 -1.996 0.1006
H -0.703 4.068 -3.752 0.0858
C 1.906 3.639 0.537 -0.0744
H 4.258 -0.902 2.880 0.1068
H -5.317 2.541 -5.351 0.0871
C -3.668 3.852 -0.489 -0.0865
O -2.300 2.416 0.950 -0.1150
O 2.303 -1.161 3.417 -0.1353
H -5.290 2.910 -3.692 0.0628
H 0.004 -5.026 -3.483 0.0301
H 7.865 -0.295 1.883 0.0758
H -2.517 1.329 -7.225 0.1242
H -6.115 -0.948 3.678 0.0819
H 5.698 -0.855 -0.205 0.1041
H -4.558 0.403 -0.929 0.0591
C -1.529 1.096 -6.749 -0.2847
H 3.062 -3.668 -0.218 0.0812
H -0.405 -5.439 -0.729 0.1174
H 0.181 -3.902 -1.325 0.0907
H 2.001 -1.550 -5.160 0.0644
O -0.957 2.318 -6.253 -0.1009
H 0.256 -1.967 5.621 0.0484
H 5.515 0.858 -2.838 0.1093
H -1.275 -0.109 5.560 0.1166
C -1.599 3.842 4.268 -0.3228
H -1.802 1.952 0.228 0.0437
H -1.941 -3.552 -2.543 0.0815
H -3.442 -1.915 -0.560 0.0957
H 1.512 3.088 -3.533 0.1032
H -0.856 3.367 6.258 0.0729
H 0.070 1.053 1.481 0.0673
H -2.465 0.435 -4.871 0.0679
C 3.016 -1.631 -0.817 -0.3276
H 1.066 -3.933 4.580 0.0771
```

The value obtained for the gap between HOMO and LUMO is 9.869 eV. The calculation puts the HOMO energy at -9.5 eV. Its total charge is 0. The energy above the lowest of the compared OMol25 structures with the same formula, charge and spin comes out at 0.0 kcal per mole. The total energy comes out at -75935.1128 eV. As for the molecular weight: 829.24 g/mol.

***

Entry 2:
Formula: C53H78N7O4S2
Source: the OMol25 dataset
Level of theory: wB97M-V/def2-TZVPD

Geometry as XYZ:
```
144
Properties=species:S:1:pos:R:3:lowdin_charge:R:1
H 9.863 2.658 1.954 0.1038
C -5.112 3.011 -1.724 -0.1222
H -2.521 0.324 -5.210 0.0941
H 2.565 -3.150 3.263 0.1057
C -1.807 0.157 -7.334 -0.2079
H -3.979 4.926 -1.428 0.1022
H -3.595 -0.085 -8.557 0.1081
N -7.006 7.952 -2.225 0.0563
H 0.234 -8.952 2.322 0.0650
H 10.466 3.275 6.756 0.0986
H -2.783 -1.278 -5.987 0.1074
H 0.348 3.139 -4.381 0.0986
H -2.099 5.669 -7.534 0.0999
C 11.025 2.041 3.661 -0.0758
C 1.616 -2.845 2.749 -0.1925
H -0.145 -1.910 0.980 0.0988
H 0.117 -0.721 -6.067 0.0942
O 1.956 -1.521 -3.338 -0.4114
C 1.936 -2.503 1.255 -0.2070
H 3.234 -6.711 0.655 0.0976
N 1.799 -7.855 1.573 0.0385
C 11.193 2.220 5.024 -0.0868
H 0.276 -3.379 0.037 0.1049
H -6.535 8.662 1.036 0.0986
H -2.063 -11.685 3.432 0.1038
C -4.127 1.387 -7.059 -0.2055
C -8.051 6.293 -0.837 -0.0764
H 1.309 -1.365 10.482 0.1023
H -1.478 -0.709 -7.969 0.1190
H 2.966 -1.166 4.560 0.0998
C 0.549 -8.330 1.491 -0.1724
H -8.023 6.346 -2.991 0.1031
H -0.932 0.850 -7.296 0.0975
C -7.716 6.830 -2.070 -0.1652
H 0.072 -0.669 -1.005 0.0941
C 1.522 2.330 -2.766 -0.0577
C -6.607 8.574 -1.110 -0.1575
C 1.006 -1.630 3.568 -0.2103
C 0.358 -2.966 7.673 -0.1452
C -6.886 8.119 0.169 -0.0798
C 2.102 -0.639 4.096 -0.1996
C 0.888 -1.422 -0.885 -0.2375
H -4.861 2.009 -2.138 0.0698
C -3.236 5.418 -4.234 -0.1967
H -6.036 9.482 -1.267 0.1002
H 4.310 -0.405 1.839 0.1063
H -4.627 3.355 -6.278 0.0890
H -3.030 6.395 -3.731 0.1108
H -6.160 3.314 -1.965 0.0596
C 2.557 0.419 2.992 -0.1928
H 4.170 2.138 1.477 0.0946
C -2.201 -11.569 5.578 -0.0802
H -0.937 -8.962 7.319 0.0992
C 0.121 4.141 -1.305 -0.1616
C -3.392 5.690 -5.793 -0.2106
H 11.652 1.356 3.105 0.1007
C 10.365 3.107 5.692 -0.0809
H -1.308 -8.479 0.420 0.0953
N -0.050 -1.951 6.903 0.0601
H -1.716 2.991 -7.296 0.0978
H -3.245 6.796 -5.932 0.0966
C -4.510 4.755 -3.591 -0.2191
C 1.766 2.424 -1.404 -0.0778
H -0.464 4.875 -0.761 0.0988
N -0.130 4.071 -2.617 0.0532
O -1.774 -3.398 -5.117 -0.3970
H -3.038 3.646 -8.316 0.1095
H -5.301 5.510 -3.340 0.0945
C -0.890 -9.225 5.187 -0.1437
H -2.747 1.451 -8.856 0.0962
C 0.655 -2.381 0.345 -0.2163
H 0.513 -2.088 4.477 0.0790
C 0.151 -7.260 -0.598 -0.0704
H 1.968 0.237 2.060 0.0933
C 0.850 -2.811 8.959 -0.0781
H -3.287 2.621 -5.368 0.1091
C 10.030 2.763 3.021 -0.1551
H -0.369 -8.296 4.982 0.1073
H -2.146 -11.115 7.679 0.1019
H 1.620 -0.026 4.906 0.0848
H 11.961 1.674 5.560 0.1032
H 1.830 -6.120 -1.322 0.0915
H -5.051 1.604 -7.662 0.1057
C -4.084 4.124 -2.198 -0.2519
H -0.304 0.078 6.783 0.1041
H 4.642 -0.167 3.588 0.1032
C 4.740 1.668 2.308 -0.2516
H 0.911 -3.713 2.780 0.1095
H 2.568 -3.320 0.819 0.1131
N 9.216 3.624 3.644 0.0545
H -4.447 0.702 -6.245 0.1014
H -8.630 5.381 -0.772 0.1013
S -0.580 -2.588 -4.716 0.5822
H 2.058 1.620 -3.382 0.1070
N -1.190 -9.959 4.109 0.0568
H 0.282 -3.949 7.221 0.1051
H -2.725 -12.509 5.691 0.0982
H 1.216 3.450 0.410 0.0961
C 4.107 0.269 2.713 -0.2236
H -0.489 -7.028 -1.441 0.1115
C -7.625 6.954 0.304 -0.0845
H 6.330 1.290 0.796 0.0732
S 1.070 -2.359 -2.476 0.5811
C -3.078 0.768 -8.039 -0.2133
C 6.250 1.411 1.903 -0.1215
H -2.372 4.729 -4.106 0.0755
N -0.510 -2.539 -3.032 -0.3632
H -3.114 3.588 -2.372 0.0895
H 0.213 -1.111 2.972 0.1035
C 2.218 -7.081 0.563 -0.1611
H 2.540 -1.568 1.143 0.0728
H 6.553 0.459 2.401 0.0648
O 0.624 -3.195 -5.373 -0.4024
C -0.307 -8.066 0.434 -0.0810
C -2.669 3.587 -7.264 -0.1998
H -5.042 2.932 -0.611 0.0613
C -1.208 -9.595 6.484 -0.0762
H 2.502 1.783 -0.933 0.0992
H -0.478 -0.202 -4.406 0.0843
H 1.164 -3.670 9.537 0.0989
C 0.929 -1.529 9.481 -0.0876
C 1.439 -6.755 -0.536 -0.0637
H 6.920 2.216 2.289 0.0489
H 1.854 -0.896 -0.720 0.0782
H 8.725 4.480 5.441 0.1008
C -0.670 -0.847 -5.294 -0.2335
H 0.561 0.554 9.074 0.0994
C -2.068 -0.427 -5.900 -0.2184
C 0.034 -0.725 7.429 -0.1545
H 2.296 1.444 3.339 0.0993
O 1.673 -3.677 -2.095 -0.3928
H -4.439 5.496 -6.140 0.1031
C -2.286 4.988 -6.659 -0.2010
C 0.572 3.173 -3.319 -0.1483
H 4.730 2.294 3.229 0.0998
C 1.053 3.348 -0.655 -0.0755
C 9.398 3.778 4.961 -0.1565
C -1.835 -11.110 4.323 -0.1484
C -3.686 2.759 -6.410 -0.2064
C 0.514 -0.461 8.702 -0.0763
H -4.950 3.945 -4.216 0.0881
H -1.319 4.952 -6.100 0.1031
H -7.865 6.566 1.286 0.1037
C -1.878 -10.792 6.680 -0.0885
```

The value obtained for the gap between HOMO and LUMO is 7.545 eV. The calculation puts the HOMO energy at -5.7 eV. Its total charge is -1. The total energy comes out at -96515.5531 eV. As for the molecular weight: 941.39 g/mol.